C38H42N6O6SeY as an isolated structure in a non-equilibrium geometry, computed with the ωB97M-V functional and the def2-TZVPD basis.

Computed properties:
Total energy = -4693.01491 Eh
Gap between HOMO and LUMO = 5.5 eV
Total charge = +1
Lowest unoccupied orbital energy = -3.6868 eV
Spin multiplicity = 1
HOMO level = -9.178 eV

Last column: Löwdin charge in e.
Positions of all 94 atoms, in Å:
Y1 0.7512 -0.5345 0.8094  1.1592
C1 4.8731 4.5526 2.9759  -0.0371
C2 4.1258 3.5067 2.2064  -0.2511
C3 3.4742 3.8035 1.0357  0.0392
C4 2.9347 2.7931 0.2075  -0.1102
C5 2.3780 2.9575 -1.0602  0.0090
N1 1.7994 4.0049 -1.6310  0.0664
C6 1.1151 5.0878 -0.9516  -0.1456
C7 -0.2122 4.6055 -0.3438  -0.1264
C8 -1.1774 3.9687 -1.3490  -0.1422
N2 -0.7912 2.6246 -1.6966  0.0694
C9 -0.8117 2.1032 -2.8980  0.0081
C10 -0.4819 0.7773 -3.2234  -0.1076
C11 -0.5793 0.3496 -4.5670  0.0261
C12 -0.3056 -0.9455 -4.9340  -0.2569
C13 -0.4753 -1.4102 -6.3459  -0.0396
C14 0.1505 -1.8304 -3.9477  0.0553
C15 0.3247 -1.4752 -2.6162  -0.0861
C16 0.9629 -2.4457 -1.7530  -0.0848
N3 1.3619 -2.2669 -0.5486  -0.0778
C17 2.1220 -3.3419 0.0744  -0.1914
C18 1.9335 -3.4150 1.5994  -0.1823
C19 2.8494 -2.4895 2.4175  -0.2042
N4 2.7468 -1.1141 1.9647  -0.0494
C20 3.5346 -0.2207 2.4383  -0.0578
C21 3.5623 1.1384 1.9404  -0.1143
C22 4.1198 2.1744 2.6661  0.0608
C23 3.0013 1.4022 0.6332  -0.3130
O1 2.5461 0.4859 -0.1049  -0.1191
C24 -0.0656 -0.1540 -2.1952  -0.2455
O2 -0.0634 0.2242 -0.9818  -0.1974
H1 4.7454 5.5378 2.5313  0.0810
H2 5.9379 4.3120 2.9729  0.0902
H3 4.5414 4.5863 4.0122  0.0887
H4 3.4601 4.8273 0.6940  0.1153
H5 2.4162 2.0547 -1.6679  0.1503
H6 1.5425 3.8927 -2.6028  0.1489
H7 0.9355 5.8837 -1.6780  0.1327
H8 1.7322 5.4861 -0.1479  0.1090
H9 -0.7044 5.4704 0.0999  0.1277
H10 0.0006 3.8902 0.4547  0.1098
H11 -1.2595 4.5687 -2.2607  0.1321
H12 -2.1693 3.9191 -0.8867  0.1388
H13 -0.5619 1.9735 -0.9339  0.1303
H14 -1.0963 2.7633 -3.7126  0.1495
H15 -0.8835 1.0734 -5.3109  0.1253
H16 -0.8941 -0.6168 -6.9577  0.0795
H17 -1.1488 -2.2645 -6.3772  0.0896
H18 0.4783 -1.7152 -6.7744  0.0881
H19 0.4146 -2.8332 -4.2517  0.1328
H20 1.1583 -3.4055 -2.2525  0.1403
H21 3.1808 -3.1606 -0.1501  0.1347
H22 1.8461 -4.3079 -0.3742  0.1234
H23 2.1354 -4.4395 1.9194  0.1237
H24 0.8842 -3.1886 1.8209  0.0421
H25 3.8910 -2.8283 2.3280  0.1299
H26 2.5665 -2.5570 3.4791  0.1242
H27 4.2336 -0.4560 3.2503  0.1497
H28 4.5416 1.9793 3.6433  0.1375
O3 -0.6440 2.6591 5.7206  0.1334
C25 -1.0049 1.4142 5.9702  -0.5038
O4 -1.6040 1.0919 6.9614  0.1183
C26 -0.6251 0.3790 4.9634  -0.0294
C27 -0.8757 -0.9749 5.1360  0.0303
N5 -0.4020 -1.6092 4.0594  0.0294
N6 0.1268 -0.7567 3.1732  -0.0514
C28 -0.0065 0.4642 3.6969  -0.1168
C29 0.3902 1.6517 2.8571  -0.5425
O5 0.6511 2.7241 3.3997  0.0681
O6 0.3954 1.4479 1.6017  -0.1197
H29 -0.1247 2.7764 4.8789  0.0692
H30 -1.3550 -1.4670 5.9588  0.1462
H31 -0.4852 -2.5950 3.8375  0.1495
C30 -6.1909 -4.0648 -2.5516  -0.0506
C31 -5.0052 -3.4736 -1.8521  -0.2743
C32 -5.0250 -2.1808 -1.3486  -0.0155
C33 -3.9649 -1.6672 -0.6178  -0.3144
C34 -4.0404 -0.2756 -0.0738  -0.0938
C35 -2.8508 -2.4775 -0.3810  -0.4719
Se1 -1.5660 -1.9066 0.9791  0.7293
C36 -2.7747 -3.7551 -0.9384  -0.3083
C37 -1.5858 -4.6489 -0.7644  -0.0783
C38 -3.8555 -4.2274 -1.6695  -0.0223
H32 -6.9916 -3.3363 -2.6558  0.0741
H33 -6.5644 -4.9156 -1.9803  0.0848
H34 -5.9092 -4.4262 -3.5399  0.0798
H35 -5.9012 -1.5634 -1.4893  0.1131
H36 -4.9100 0.2458 -0.4620  0.0737
H37 -3.1384 0.2796 -0.3372  0.0508
H38 -4.1103 -0.3026 1.0125  0.0705
H39 -0.7805 -4.1236 -0.2588  0.0021
H40 -1.2372 -5.0011 -1.7332  0.0797
H41 -1.8513 -5.5192 -0.1690  0.0893
H42 -3.8085 -5.2317 -2.0691  0.1224

***

One molecule with the formula C4H3FN2O in a non-equilibrium geometry, computed with the ωB97M-V functional and the def2-TZVPD basis.

Computed properties:
Total energy = -438.78418 Eh
Gap between HOMO and LUMO = 10.2 eV
Relative energy (zero: lowest compared OMol25 entry of this formula, charge and spin) = 52.4 kcal/mol
Lowest unoccupied orbital energy = 0.2344 eV
Structure (SMILES) = Oc1cnnc(F)c1
Spin multiplicity = 1
HOMO level = -9.929 eV

Last column: Löwdin charge in e.
Positions of all 11 atoms, in Å:
O1 0.2198 -1.1115 -1.8487  0.1050
C1 0.0994 -0.5031 -0.7064  -0.3654
C2 -0.1036 -1.0678 0.5399  -0.1098
N1 -0.3474 -0.5608 1.7322  0.0508
N2 -0.2394 0.7467 1.8219  0.0631
C3 -0.0106 1.4152 0.7405  -0.3111
F1 -0.1152 2.7617 0.9576  0.0519
C4 0.1745 0.8739 -0.5956  0.1001
H1 0.0371 -2.0985 -1.8258  0.1659
H2 -0.2273 -2.1209 0.5146  0.1029
H3 0.5128 1.6651 -1.3303  0.1466

***

A 5-piece molecular cluster, C15H39BrIN4O6P2SSi overall in a non-equilibrium geometry, computed with the ωB97M-V functional and the def2-TZVPD basis.

Computed properties:
Total energy = -5507.47334 Eh
Gap between HOMO and LUMO = 7.4 eV
Total charge = +1
Lowest unoccupied orbital energy = -3.8642 eV
Spin multiplicity = 1
HOMO level = -11.300 eV

Last column: Löwdin charge in e.
Positions of all 70 atoms, in Å:
C1 -4.3854 1.6981 0.4405  -0.1794
Si1 -2.7812 2.6371 0.3281  0.3153
C2 -2.5138 3.1928 -1.4202  -0.2028
C3 -2.6797 4.0177 1.5596  -0.2134
S1 -1.0362 1.2358 0.6492  0.2652
P1 -1.9161 -0.7453 1.1357  0.3630
O1 -0.6556 -1.6858 0.9537  -0.3990
Br1 -2.3125 -0.6770 3.3191  0.3471
P2 0.1707 2.2122 2.2379  0.2432
O2 0.4382 1.0057 3.2641  -0.4894
I1 2.2896 2.3079 1.0684  0.4913
H1 -5.0931 2.2905 1.0217  0.0504
H2 -4.7934 1.5998 -0.5637  0.0473
H3 -4.3185 0.7158 0.9002  -0.0090
H4 -1.5801 3.7359 -1.5532  0.0401
H5 -2.4609 2.3012 -2.0505  0.0364
H6 -3.3670 3.7808 -1.7532  0.0510
H7 -1.7708 4.6089 1.4847  0.0318
H8 -3.5463 4.6554 1.3848  0.0525
H9 -2.7405 3.6124 2.5703  0.0356
H10 -0.2946 -1.5389 0.0474  0.0370
H11 -0.0538 1.1727 4.0788  0.0363
C4 3.1483 -4.6993 1.5621  -0.0082
C5 4.1839 -3.5982 1.5263  -0.5496
O3 5.3742 -3.8298 1.4546  0.0470
N1 3.7303 -2.3106 1.5770  0.0103
C6 2.3635 -1.8445 1.6591  -0.1037
H12 3.6667 -5.6510 1.5140  0.0844
H13 2.5680 -4.6594 2.4846  0.0844
H14 2.4685 -4.6241 0.7122  0.0812
H15 4.4690 -1.6258 1.5515  0.1379
H16 2.1325 -1.2154 0.7928  0.0581
H17 2.2163 -1.2483 2.5630  0.0775
H18 1.6716 -2.6785 1.6791  0.0619
C7 1.0712 -1.7486 -3.4846  0.0090
C8 0.2676 -0.7123 -2.7439  -0.5272
O4 -0.6330 -1.0351 -1.9571  -0.0431
N2 0.5613 0.5781 -2.9598  0.0337
C9 1.5972 1.1305 -3.8274  -0.0577
H19 0.7122 -2.7322 -3.1992  0.0868
H20 0.9546 -1.6294 -4.5613  0.0939
H21 2.1289 -1.6654 -3.2328  0.0922
H22 -0.0173 1.2212 -2.4423  0.1119
H23 2.2890 1.7253 -3.2418  0.0670
H24 1.1373 1.7627 -4.5893  0.0912
H25 2.1539 0.3395 -4.3093  0.0661
C10 6.6195 -0.0558 -4.0580  -0.0047
C11 5.5742 1.0255 -4.1861  -0.5367
O5 4.5350 0.9984 -3.5340  0.0009
N3 5.8221 2.0354 -5.0508  0.0125
C12 6.9868 2.2293 -5.8978  -0.0657
H26 6.2723 -0.7829 -3.3312  0.0825
H27 6.7789 -0.5582 -5.0122  0.0881
H28 7.5673 0.3594 -3.7153  0.0886
H29 5.0895 2.7262 -5.0895  0.1401
H30 7.4800 3.1702 -5.6529  0.0866
H31 6.6911 2.2585 -6.9468  0.0863
H32 7.6954 1.4209 -5.7601  0.0729
C13 -7.1601 -0.8413 6.4651  -0.0089
C14 -7.2603 -0.3336 5.0457  -0.5571
O6 -7.6962 0.7719 4.7792  0.0334
N4 -6.8343 -1.1633 4.0524  0.0006
C15 -6.2670 -2.4952 4.1569  -0.0769
H33 -7.5340 -0.0682 7.1280  0.0837
H34 -7.7596 -1.7420 6.5997  0.0868
H35 -6.1253 -1.0637 6.7286  0.0810
H36 -6.9400 -0.7660 3.1328  0.1324
H37 -5.2675 -2.4883 3.7176  0.0581
H38 -6.8808 -3.2091 3.6061  0.0855
H39 -6.2014 -2.8113 5.1918  0.0743

***

A 17-piece molecular cluster, C3H42NO17 overall in a non-equilibrium geometry, computed with the ωB97M-V functional and the def2-TZVPD basis.

Computed properties:
Total energy = -1473.00705 Eh
Gap between HOMO and LUMO = 10.0 eV
Relative energy (zero: lowest compared OMol25 entry of this formula, charge and spin) = 138.5 kcal/mol
Total charge = +1
Lowest unoccupied orbital energy = -2.2258 eV
Spin multiplicity = 1
HOMO level = -12.178 eV

Last column: Löwdin charge in e.
Positions of all 63 atoms, in Å:
O1 -0.1701 -1.3534 1.0778  -0.1455
C1 0.5261 -0.5514 0.1766  -0.2543
C2 0.2997 -0.8962 -1.2994  -0.1116
N1 1.3869 -0.1658 -2.0704  0.0060
C3 1.0068 -0.2202 -3.5370  -0.0224
H1 -0.8242 -1.9996 0.6107  0.0435
H2 0.2235 0.5314 0.3421  0.0889
H3 1.6596 -0.7011 0.5685  0.1260
H4 -0.7268 -0.7268 -1.6038  0.1002
H5 0.3138 -2.0462 -1.4533  0.1640
H6 2.3079 -0.6355 -1.8192  0.1264
H7 1.3605 0.8240 -1.8089  0.0919
H8 0.9019 -1.2264 -3.9006  0.0870
H9 1.8276 0.3469 -4.0820  0.1182
H10 0.0926 0.3944 -3.7766  0.0844
H11 -0.3526 3.3359 -3.3264  0.0837
H12 1.1718 3.0976 -2.8113  0.1032
O2 0.3749 2.6052 -3.2738  -0.1461
H13 1.2491 2.4045 2.2944  -0.0386
H14 0.5325 3.2145 3.0614  -0.0087
O3 0.5979 3.0283 2.1958  0.0213
H15 -3.1630 -0.2276 1.1573  -0.0472
H16 -4.5148 0.3518 0.7716  0.0731
O4 -3.9481 -0.4275 0.7278  -0.0183
H17 0.9737 2.7140 0.2828  0.0537
H18 -0.4004 2.6255 -0.6691  0.0762
O5 0.4713 2.1942 -0.3827  -0.1065
H19 3.9761 -1.9361 1.8561  0.0394
H20 2.4258 -2.2808 1.9119  0.0324
O6 3.1445 -1.6942 1.5707  -0.0634
H21 1.3425 -4.3164 2.9836  0.0955
H22 0.4350 -3.1616 2.3580  0.0442
O7 1.3543 -3.4930 2.4382  -0.0590
H23 -2.2531 1.6084 2.4873  0.0753
H24 -1.0809 1.1207 1.6937  -0.0661
O8 -1.9609 1.1055 1.7268  0.0063
H25 3.5795 0.8314 3.0186  0.0981
H26 2.4460 0.1376 2.1750  0.0404
O9 2.9221 1.0309 2.2650  -0.1098
H27 -4.2957 -1.6485 -1.3021  0.0383
H28 -4.1725 -2.0799 -2.7632  0.0015
O10 -3.7261 -1.8041 -2.0455  0.0149
H29 -2.1089 -3.0479 -0.8165  0.1098
H30 -2.6823 -1.9090 -0.0275  0.0080
O11 -2.1065 -2.6656 0.1127  -0.0288
H31 4.1154 1.9755 -1.6970  0.0354
H32 3.6579 1.2367 -0.4532  0.0898
O12 3.5480 1.2662 -1.4577  -0.0442
H33 -1.3885 -1.1629 2.7526  0.0025
H34 -2.1922 -2.1653 3.3544  0.0912
O13 -1.3710 -1.6518 3.6055  -0.0755
H35 -2.4406 -0.0138 -3.3503  0.0729
H36 -3.0298 0.5532 -1.8779  -0.0422
O14 -2.6569 0.6515 -2.6757  -0.0137
H37 -0.8296 0.2094 3.8939  0.0661
H38 -0.7506 1.4465 4.6812  -0.0718
O15 -0.4624 1.1502 3.9575  0.0305
H39 -2.6182 2.6444 -2.2401  0.0610
H40 -2.8904 3.9391 -1.6735  0.0498
O16 -2.1047 3.3870 -1.7588  -0.0831
H41 4.3558 -1.5689 -0.9460  -0.0007
H42 3.0887 -2.1894 -0.1436  0.0820
O17 3.5520 -1.9955 -1.0664  -0.0753

***

CHClN2O2S as an isolated structure in a non-equilibrium geometry, computed with the ωB97M-V functional and the def2-TZVPD basis.

Computed properties:
Total energy = -1156.97358 Eh
Gap between HOMO and LUMO = 9.3 eV
Relative energy (zero: lowest compared OMol25 entry of this formula, charge and spin) = 26.0 kcal/mol
Lowest unoccupied orbital energy = -1.7597 eV
Spin multiplicity = 1
HOMO level = -11.037 eV

Last column: Löwdin charge in e.
Positions of all 8 atoms, in Å:
C1 -0.1388 0.4145 2.4714  -0.4114
N1 -0.1903 1.2311 3.2773  0.1419
N2 0.0287 -0.2342 -1.1217  -0.8567
O1 -0.2165 -0.5574 1.6679  0.1153
O2 0.4173 0.5016 -3.5316  -0.4820
S1 0.1951 0.8676 -2.1441  0.8647
Cl1 0.5161 -1.8170 -1.4697  0.5996
H1 -0.6116 -0.4061 0.8504  0.0285

***

C28H31AsCuN2OP as an isolated structure in a non-equilibrium geometry, computed with the ωB97M-V functional and the def2-TZVPD basis.

Computed properties:
Total energy = -5487.65460 Eh
Gap between HOMO and LUMO (alpha / beta) = 4.9 / 4.9 eV
Total charge = -1
Lowest unoccupied orbital energy (alpha / beta) = 2.8614 / 2.8576 eV
<S²> = 0.778
Spin multiplicity = 2
HOMO level (alpha / beta) = -2.069 / -2.043 eV

Last column: Löwdin charge in e.
Positions of all 65 atoms, in Å:
Cu1 0.0000 0.0000 0.0000  0.0438
C1 -1.5693 1.6755 -3.4570  -0.4381
C2 -3.0963 1.8242 -3.3273  -0.4299
As1 -3.9180 2.9196 -4.7857  1.2587
C3 -3.1218 1.9972 -6.3326  -0.4147
C4 -2.7597 2.7124 -7.4836  -0.1431
C5 -2.2171 2.0468 -8.5881  -0.0980
C6 -2.0511 0.6597 -8.5588  -0.1030
C7 -2.4352 -0.0642 -7.4283  -0.0831
C8 -2.9732 0.5995 -6.3229  -0.1174
C9 -2.7032 4.4229 -4.3927  -0.4236
C10 -1.5325 4.7041 -5.1204  -0.1147
C11 -0.7068 5.7684 -4.7409  -0.0899
C12 -1.0389 6.5574 -3.6368  -0.1039
C13 -2.1977 6.2833 -2.9086  -0.0944
C14 -3.0237 5.2213 -3.2845  -0.1340
P1 -0.8342 0.8526 -1.9976  0.9197
C15 0.8690 1.0697 -2.5461  -0.4300
C16 1.4311 2.3535 -2.6400  -0.1173
C17 2.7539 2.5132 -3.0644  -0.0972
C18 3.5245 1.3945 -3.3925  -0.1194
C19 2.9742 0.1140 -3.2922  -0.1056
C20 1.6516 -0.0495 -2.8681  -0.1273
C21 -1.6945 -0.7179 -2.2249  -0.3830
C22 -1.5042 -1.4939 -3.3813  -0.1204
C23 -2.1799 -2.7083 -3.5325  -0.1397
C24 -3.0464 -3.1562 -2.5325  -0.1202
C25 -3.2384 -2.3896 -1.3796  -0.1113
C26 -2.5641 -1.1743 -1.2251  -0.4557
H1 -1.1191 2.6780 -3.4965  0.0477
H2 -1.2891 1.1404 -4.3834  0.0699
H3 -3.3325 2.3308 -2.3676  0.0624
H4 -3.5850 0.8293 -3.3143  0.0561
H5 -2.8963 3.7848 -7.5260  0.0903
H6 -1.9296 2.6059 -9.4690  0.0919
H7 -1.6345 0.1445 -9.4146  0.0910
H8 -2.3202 -1.1405 -7.4084  0.0985
H9 -3.2748 0.0181 -5.4639  0.0903
H10 -1.2320 4.1021 -5.9593  0.0817
H11 0.1975 5.9766 -5.2981  0.0954
H12 -0.3960 7.3765 -3.3415  0.0916
H13 -2.4535 6.8892 -2.0487  0.0945
H14 -3.9142 5.0124 -2.7054  0.0890
H15 0.8504 3.2303 -2.3845  0.1007
H16 3.1827 3.5045 -3.1381  0.0888
H17 4.5484 1.5190 -3.7209  0.0823
H18 3.5728 -0.7527 -3.5425  0.0871
H19 1.2433 -1.0482 -2.7925  0.0897
H20 -0.8353 -1.1639 -4.1649  0.0905
H21 -2.0301 -3.3023 -4.4250  0.0751
H22 -3.5684 -4.0968 -2.6506  0.0819
H23 -3.9100 -2.7376 -0.6054  0.1036
H24 -2.7208 -0.5888 -0.3280  0.0540
N1 2.4081 -1.5708 0.4701  0.1708
C27 1.7083 -1.3263 1.5941  -0.6893
N2 2.2567 -1.8528 2.7052  0.1476
O1 0.6702 -0.6849 1.6048  -0.0916
H25 3.2639 -2.0990 0.4585  0.0963
H26 2.0433 -1.1993 -0.3959  0.0538
H27 3.1123 -2.3818 2.6994  0.0897
H28 1.7742 -1.7009 3.5799  0.1068
C28 -1.5356 -1.3596 0.0610  -0.0915
H29 -2.5176 -1.1952 0.5503  0.0437
H30 -1.5123 -2.3728 -0.3903  0.0581
H31 1.2390 1.0970 -0.0492  -0.0056